## i
{"formula": "C8H14N3O2S", "method": "ωB97M-V/def2-TZVPD", "e_homo_ha": [-0.4738, -0.4391], "lumo_ha": [-0.15331, -0.17081], "total_charge": 1, "multiplicity": 1, "gap_ev": [8.72, 7.30], "mol_weight_da": 216.29, "elements": ["S", "O", "O", "N", "N", "N", "C", "C", "C", "C", "C", "C", "C", "C", "H", "H", "H", "H", "H", "H", "H", "H", "H", "H", "H", "H", "H", "H"], "coordinates": [[1.03, 0.63, 0.86], [0.81, 1.54, 1.92], [0.38, 0.95, -0.40], [0.28, -1.85, 0.60], [0.60, -0.92, 1.44], [-2.55, 1.46, -0.23], [2.87, -0.76, -0.61], [2.75, 0.14, 0.58], [-1.68, -0.15, 1.13], [-1.76, -0.74, -0.05], [-2.52, 0.19, -1.02], [-0.69, -1.76, -0.57], [-2.36, 1.09, 1.28], [3.25, 0.63, -0.76], [-1.69, 1.86, 1.78], [-3.41, 0.92, 1.70], [-3.47, -0.25, -1.22], [1.82, -1.14, -0.96], [3.34, 0.36, 1.44], [-0.22, -1.28, -1.47], [2.77, 1.39, -1.28], [0.39, -2.89, 0.95], [-1.55, 1.74, -0.37], [-3.36, 2.05, -0.46], [3.65, -1.51, -0.56], [-0.91, -2.85, -0.75], [-2.07, 0.37, -2.08], [4.30, 0.79, -0.89]]}

---

## ii
{"formula": "C8H14N3O2S", "method": "ωB97M-V/def2-TZVPD", "e_homo_ha": -0.4427, "lumo_ha": -0.11585, "total_charge": 1, "multiplicity": 1, "gap_ev": 8.89, "mol_weight_da": 216.29, "elements": ["S", "O", "O", "N", "N", "N", "C", "C", "C", "C", "C", "C", "C", "C", "H", "H", "H", "H", "H", "H", "H", "H", "H", "H", "H", "H", "H", "H"], "coordinates": [[0.66, -0.05, 0.40], [1.78, 0.11, 1.51], [-0.62, 0.30, 1.02], [0.96, 1.33, -0.77], [0.36, 3.27, -1.39], [0.67, -2.62, 0.85], [0.29, 2.52, -2.50], [-0.25, 4.57, -1.48], [1.49, -3.49, 0.37], [0.68, 2.58, -0.34], [-1.75, -2.77, 0.85], [0.76, 1.28, -2.12], [-0.43, -3.13, 1.57], [-1.55, -2.38, 2.17], [-0.35, 5.00, -0.50], [1.30, -4.62, 0.22], [0.04, 2.70, -3.53], [1.38, -0.43, 2.47], [-1.28, 4.34, -1.82], [-2.09, -2.90, 2.84], [-1.70, -2.22, -0.08], [-0.46, -4.18, 1.85], [0.76, 0.31, -2.55], [-1.42, -1.31, 2.22], [2.20, -2.98, -0.30], [-2.60, -3.49, 0.71], [0.96, 3.06, 0.62], [0.21, 5.21, -2.30]]}

---

What is the stability order? It is ii, i, from most stable to least stable.

---

## i
{"formula": "C2HN2P", "method": "ωB97M-V/def2-TZVPD", "e_homo_ha": [-0.4259, -0.4259], "lumo_ha": [-0.12044, -0.12044], "total_charge": 0, "multiplicity": 1, "gap_ev": [8.31, 8.31], "mol_weight_da": 84.02, "elements": ["P", "N", "N", "C", "C", "H"], "coordinates": [[-0.98, -0.25, 0.91], [-0.67, 2.24, -0.56], [2.49, -1.31, -0.22], [-0.79, 1.23, -0.01], [1.44, -0.98, 0.08], [-1.49, -0.94, -0.20]]}

---

## ii
{"formula": "C2HN2P", "method": "ωB97M-V/def2-TZVPD", "e_homo_ha": -0.4368, "lumo_ha": -0.07640, "total_charge": 0, "multiplicity": 1, "gap_ev": 9.81, "mol_weight_da": 84.02, "elements": ["P", "N", "N", "C", "C", "H"], "coordinates": [[-0.46, -0.01, 1.12], [-1.25, -1.45, -1.89], [2.20, 0.61, 0.33], [1.18, 0.20, 0.63], [-1.00, -0.77, -1.02], [-0.66, 1.41, 0.82]]}

---

What is the stability order? It is ii, i, from most stable to least stable.

---

## i
{"formula": "C5H6O3", "method": "ωB97M-V/def2-TZVPD", "smiles": "C=C1O[C@@H]2CO[C@H]1O2", "e_homo_ha": -0.3379, "lumo_ha": 0.03441, "total_charge": 0, "multiplicity": 1, "gap_ev": 10.13, "mol_weight_da": 114.10, "elements": ["O", "O", "O", "C", "C", "C", "C", "C", "H", "H", "H", "H", "H", "H"], "coordinates": [[0.64, -0.16, 1.35], [0.67, -1.17, -0.66], [-0.27, 1.32, -0.33], [1.55, -0.05, -0.77], [-1.13, 0.18, -0.07], [1.01, 0.91, 0.37], [-0.16, -0.89, 0.45], [-2.44, -0.05, -0.25], [-3.44, 0.54, -0.48], [-0.53, -1.78, 0.97], [-2.73, -1.18, 0.11], [1.40, 1.93, 0.75], [1.47, 0.33, -1.80], [2.52, -0.45, -0.80]]}

---

## ii
{"formula": "C5H6O3", "method": "ωB97M-V/def2-TZVPD", "smiles": "C#CC1(O)[C@@H](O)[C@@H]1O", "e_homo_ha": -0.3126, "lumo_ha": 0.00549, "total_charge": 0, "multiplicity": 1, "gap_ev": 8.66, "mol_weight_da": 114.10, "elements": ["O", "O", "O", "C", "C", "C", "C", "C", "H", "H", "H", "H", "H", "H"], "coordinates": [[0.54, -1.37, -1.23], [-0.29, 2.16, -0.56], [1.98, -0.32, 0.87], [-1.45, -0.83, -0.01], [0.56, 0.07, 0.84], [-0.18, -0.49, -0.46], [0.43, 0.91, -0.33], [-2.59, -0.45, 0.65], [0.04, 0.33, 1.85], [1.20, 0.50, -1.02], [2.20, -0.71, 1.93], [1.43, -1.33, -0.86], [0.27, 2.54, 0.24], [-3.59, -0.30, 1.13]]}

---

What is the stability order? It is i, ii, from most stable to least stable.

---

## i
{"formula": "C6H7NO", "method": "ωB97M-V/def2-TZVPD", "smiles": "c1cc2c(o1)CNC2", "e_homo_ha": -0.3131, "lumo_ha": 0.03461, "total_charge": 0, "multiplicity": 1, "gap_ev": 9.46, "mol_weight_da": 109.13, "elements": ["O", "N", "C", "C", "C", "C", "C", "C", "H", "H", "H", "H", "H", "H", "H"], "coordinates": [[1.55, 0.78, 0.78], [-1.26, 0.59, -1.26], [-1.26, -0.77, -0.66], [1.80, -0.35, 1.42], [0.87, -1.29, 1.16], [-0.12, 1.60, -0.91], [0.16, -0.74, 0.05], [0.54, 0.53, -0.07], [-0.76, 2.23, -0.16], [-1.52, -1.84, -1.31], [-2.02, -0.87, 0.32], [0.31, 2.18, -1.72], [1.08, -2.28, 1.51], [-2.30, 0.99, -1.00], [2.93, -0.77, 1.82]]}

---

## ii
{"formula": "C6H7NO", "method": "ωB97M-V/def2-TZVPD", "smiles": "C=NOC1C=CC=C1", "e_homo_ha": -0.2886, "lumo_ha": 0.00987, "total_charge": 0, "multiplicity": 1, "gap_ev": 8.12, "mol_weight_da": 109.13, "elements": ["O", "N", "C", "C", "C", "C", "C", "C", "H", "H", "H", "H", "H", "H", "H"], "coordinates": [[1.20, 0.57, -0.25], [1.98, -0.56, 0.10], [-2.21, -0.88, -0.17], [-2.47, 0.50, -0.01], [-0.08, 0.16, 0.31], [3.28, 0.03, -0.13], [-0.80, -0.96, -0.05], [-1.20, 1.19, 0.00], [3.77, 1.02, -0.63], [-0.06, -1.86, -0.18], [4.14, -0.60, 0.41], [-3.58, 0.74, 0.02], [-0.99, 2.29, -0.24], [-0.07, 0.11, 1.38], [-2.90, -1.73, -0.57]]}

---

## iii
{"formula": "C6H7NO", "method": "ωB97M-V/def2-TZVPD", "smiles": "C=C1OC=C[C@H]2N[C@H]12", "e_homo_ha": -0.3161, "lumo_ha": 0.03645, "total_charge": 0, "multiplicity": 1, "gap_ev": 9.59, "mol_weight_da": 109.13, "elements": ["O", "N", "C", "C", "C", "C", "C", "C", "H", "H", "H", "H", "H", "H", "H"], "coordinates": [[-0.63, 0.97, -0.95], [0.72, -1.29, 1.53], [-0.98, -1.21, -1.82], [-0.62, -0.49, -0.79], [0.71, 1.45, 1.03], [1.03, -0.02, 0.87], [-0.06, 1.80, -0.05], [-0.31, -0.69, 0.66], [1.11, -2.03, 0.99], [-1.07, -0.73, -2.74], [1.74, -0.23, 0.04], [-1.11, -0.22, 1.29], [1.08, 2.19, 1.76], [-0.47, 2.77, -0.11], [-1.13, -2.27, -1.72]]}

---

## iv
{"formula": "C6H7NO", "method": "ωB97M-V/def2-TZVPD", "e_homo_ha": -0.3450, "lumo_ha": 0.03156, "total_charge": 0, "multiplicity": 1, "gap_ev": 10.25, "mol_weight_da": 109.13, "elements": ["O", "N", "C", "C", "C", "C", "C", "C", "H", "H", "H", "H", "H", "H", "H"], "coordinates": [[1.26, 2.31, 1.12], [-0.86, 0.50, -0.49], [0.26, -1.74, 0.21], [1.10, -2.32, 0.83], [0.57, 1.60, 0.64], [-0.78, -0.88, -0.80], [0.44, 1.13, -0.84], [-0.89, 0.91, 0.83], [1.91, -2.54, 1.89], [1.34, 0.30, -1.44], [-1.93, 1.24, 0.90], [-0.79, 0.15, 1.65], [-0.23, -1.24, -1.80], [0.45, 1.94, -1.55], [-1.84, -1.36, -1.15]]}

---

What is the stability order? It is iii, i, ii, iv, from most stable to least stable.

---

## i
{"formula": "C6H6S", "method": "ωB97M-V/def2-TZVPD", "e_homo_ha": -0.3106, "lumo_ha": -0.00883, "total_charge": 0, "multiplicity": 1, "gap_ev": 8.21, "mol_weight_da": 110.18, "elements": ["S", "C", "C", "C", "C", "C", "C", "H", "H", "H", "H", "H", "H"], "coordinates": [[1.19, 1.20, 3.16], [-0.82, -0.46, 1.51], [1.57, 0.19, 0.48], [-2.03, -0.02, 0.74], [0.46, -0.15, -0.55], [0.88, 0.39, 1.81], [-0.70, -0.44, 0.20], [0.97, -1.03, -1.09], [0.34, 0.79, -1.08], [-2.97, -0.56, 0.62], [2.45, -0.46, 0.53], [-2.35, 1.01, 0.63], [1.98, 1.24, 0.37]]}

---

## ii
{"formula": "C6H6S", "method": "ωB97M-V/def2-TZVPD", "e_homo_ha": -0.3266, "lumo_ha": -0.01846, "total_charge": 0, "multiplicity": 1, "gap_ev": 8.38, "mol_weight_da": 110.18, "elements": ["S", "C", "C", "C", "C", "C", "C", "H", "H", "H", "H", "H", "H"], "coordinates": [[-2.29, -1.89, -0.13], [-1.23, -2.80, -1.83], [0.67, -0.23, 1.18], [-0.76, -1.15, -0.74], [-2.26, -3.28, -1.21], [-0.27, -1.86, -1.80], [-0.19, 0.07, -0.10], [0.39, 0.53, -1.00], [1.29, -1.05, 0.94], [1.43, 0.54, 1.41], [-1.03, 0.88, 0.13], [0.60, -1.87, -2.54], [-0.04, -0.55, 1.99]]}

---

## iii
{"formula": "C6H6S", "method": "ωB97M-V/def2-TZVPD", "smiles": "C1S[C@@H]2[C@@H]3[C@@H]4[C@H]1[C@@]432", "e_homo_ha": -0.2927, "lumo_ha": 0.02847, "total_charge": 0, "multiplicity": 1, "gap_ev": 8.74, "mol_weight_da": 110.18, "elements": ["S", "C", "C", "C", "C", "C", "C", "H", "H", "H", "H", "H", "H"], "coordinates": [[-2.12, 0.18, -0.13], [0.35, 1.50, -0.41], [-0.91, 1.37, 0.41], [-1.01, -1.23, 0.09], [1.01, 0.29, -0.55], [0.31, 0.75, 1.11], [0.35, -0.67, 0.34], [1.07, -1.51, 0.65], [-1.50, -1.84, 0.84], [-1.25, 2.21, 0.88], [0.61, 2.54, -0.69], [-0.95, -1.80, -0.76], [2.12, 0.10, -0.89]]}

---

What is the stability order? It is iii, ii, i, from most stable to least stable.

---

## i
{"formula": "C4H2O3", "method": "ωB97M-V/def2-TZVPD", "smiles": "C=C=C=O.O=C=O", "e_homo_ha": -0.3262, "lumo_ha": -0.02456, "total_charge": 0, "multiplicity": 1, "gap_ev": 8.21, "mol_weight_da": 98.06, "elements": ["O", "O", "O", "C", "C", "C", "C", "H", "H"], "coordinates": [[-0.93, 1.40, 1.11], [0.90, -1.78, 3.27], [-0.90, -1.18, 1.93], [-0.14, 0.99, -1.15], [-0.53, 1.18, 0.05], [0.32, 0.46, -2.26], [-0.02, -1.49, 2.62], [-0.10, 0.29, -3.17], [1.40, 0.13, -2.40]]}

---

## ii
{"formula": "C4H2O3", "method": "ωB97M-V/def2-TZVPD", "e_homo_ha": -0.3653, "lumo_ha": 0.00397, "total_charge": 0, "multiplicity": 1, "gap_ev": 10.05, "mol_weight_da": 98.06, "elements": ["O", "O", "O", "C", "C", "C", "C", "H", "H"], "coordinates": [[0.09, 1.50, 0.34], [2.85, 1.19, -0.14], [0.68, -2.32, 0.18], [-1.06, -0.58, -0.01], [-0.05, -1.42, 0.13], [2.28, 0.25, -0.35], [-0.88, 0.90, 0.06], [-1.86, 1.21, -0.12], [-2.07, -0.73, -0.09]]}

---

What is the stability order? It is i, ii, from most stable to least stable.